{"formula": "C30H24BrCdN4O4", "method": "wB97M-V/def2-TZVPD", "multiplicity": 1, "charge": -1, "e_above_lowest_ev": 0.370, "elements": ["Cd", "O", "C", "C", "C", "C", "C", "C", "C", "O", "N", "N", "C", "C", "Br", "C", "C", "C", "C", "C", "C", "C", "H", "H", "H", "H", "H", "H", "H", "H", "H", "H", "H", "H", "H", "H", "O", "C", "C", "C", "C", "C", "C", "C", "N", "N", "C", "O", "C", "C", "C", "C", "C", "C", "H", "H", "H", "H", "H", "H", "H", "H", "H", "H"], "positions_angstrom": [[-0.65707, -0.83642, -0.76931], [2.86088, -2.31473, 2.99076], [1.73565, -2.94818, 3.46879], [1.90093, -3.79067, 4.55884], [0.79872, -4.44913, 5.08216], [-0.45726, -4.28082, 4.51186], [-0.60344, -3.43764, 3.41920], [0.48194, -2.75154, 2.89626], [0.29026, -1.81006, 1.72023], [-0.88359, -1.91195, 1.08151], [0.48996, -0.42476, 2.26540], [0.09391, 0.55821, 1.47785], [0.47194, 1.76015, 1.67453], [0.01318, 2.84252, 0.80517], [-1.53048, 2.49000, -0.23480], [0.55491, 4.05633, 0.70641], [1.81794, 4.47463, 1.35335], [1.91266, 5.73411, 1.94511], [3.09254, 6.15696, 2.53801], [4.20585, 5.32654, 2.54141], [4.12969, 4.07782, 1.93960], [2.94867, 3.65768, 1.34473], [2.68889, -1.99496, 2.09655], [2.89177, -3.92155, 4.97463], [0.92636, -5.10668, 5.93368], [-1.31432, -4.80620, 4.91333], [-1.55986, -3.28452, 2.93492], [1.14658, -1.99147, 1.02252], [1.22251, -0.24049, 2.94198], [1.16822, 2.02385, 2.47132], [0.05552, 4.79423, 0.09065], [1.04516, 6.38402, 1.94357], [3.14337, 7.13619, 2.99770], [5.12925, 5.65427, 3.00197], [4.99691, 3.42958, 1.92063], [2.90033, 2.69763, 0.84527], [1.17084, 0.24464, -1.33849], [1.23728, 1.15732, -2.25552], [2.33217, 2.06154, -2.22054], [2.49358, 3.07573, -3.13528], [1.57642, 3.25577, -4.17443], [0.51025, 2.38361, -4.24684], [0.29757, 1.35523, -3.32002], [-0.88038, 0.52209, -3.58333], [-1.39542, -0.30004, -2.76260], [-2.51618, -1.03596, -3.13819], [-2.46265, -2.23144, -2.57113], [-1.50998, -2.72541, -1.89777], [-3.71142, -3.05592, -2.74289], [-3.88046, -4.18861, -1.95664], [-5.02980, -4.95917, -2.07575], [-6.01290, -4.61006, -2.99171], [-5.84267, -3.48124, -3.78614], [-4.69957, -2.70667, -3.65952], [3.04720, 1.91121, -1.41994], [3.34800, 3.73834, -3.04668], [1.70017, 4.04514, -4.90347], [-0.21208, 2.48978, -5.05098], [-1.35085, 0.61507, -4.56491], [-3.09552, -4.44103, -1.25569], [-5.15630, -5.83574, -1.45170], [-6.90742, -5.21353, -3.08822], [-6.60385, -3.20341, -4.50557], [-4.55453, -1.82020, -4.26183]], "atomic_forces_ev_per_a": [[0.1, -0.3, 0.4], [0.0, 0.0, 0.1], [0.1, 0.0, -0.1], [-0.1, 0.0, 0.0], [0.0, 0.0, 0.0], [0.0, 0.0, 0.0], [0.0, 0.0, 0.0], [-0.2, -0.1, 0.1], [0.2, 0.1, 0.0], [0.3, 0.1, -0.1], [-0.3, 0.1, 0.1], [0.1, 0.0, -0.1], [0.0, 0.2, -0.2], [0.1, -0.1, 0.1], [-0.1, -0.1, -0.1], [0.2, 0.1, 0.0], [-0.1, -0.1, -0.1], [0.0, 0.1, 0.0], [0.0, 0.0, 0.0], [0.0, 0.0, 0.0], [0.0, 0.0, 0.0], [0.0, 0.0, 0.0], [0.0, 0.0, 0.0], [0.0, 0.0, 0.0], [0.0, 0.0, 0.0], [0.0, 0.0, 0.0], [0.0, 0.0, 0.0], [0.1, 0.0, 0.0], [0.1, 0.0, 0.0], [0.0, 0.0, 0.0], [0.0, 0.0, 0.0], [0.0, 0.0, 0.0], [0.0, 0.0, 0.0], [0.0, 0.0, 0.0], [0.0, 0.0, 0.0], [0.0, 0.0, 0.0], [-0.1, -0.1, -0.1], [-0.1, 0.1, 0.0], [0.0, 0.0, 0.0], [0.0, 0.0, 0.0], [0.0, -0.1, 0.1], [0.0, 0.1, 0.0], [-0.2, -0.1, -0.1], [0.2, 0.2, 0.1], [-0.3, -0.2, 0.0], [0.4, 0.1, 0.1], [-0.3, -0.1, -0.2], [-0.2, 0.3, 0.1], [0.1, 0.0, -0.1], [0.0, 0.0, 0.0], [0.0, 0.0, 0.0], [0.0, 0.0, 0.0], [0.0, 0.0, 0.0], [0.0, 0.0, 0.0], [0.0, 0.0, 0.0], [0.0, 0.0, 0.0], [0.0, 0.0, 0.0], [0.0, 0.0, 0.0], [0.0, 0.0, 0.0], [0.0, 0.0, 0.0], [0.0, 0.0, 0.0], [0.0, 0.0, 0.0], [0.0, 0.0, 0.0], [0.0, 0.0, 0.0]], "mulliken_charge": [0.99, -0.70, 0.47, -0.60, -0.30, -0.74, -0.62, 0.60, 0.11, -1.16, -0.06, -0.10, -0.38, 0.30, -0.16, -1.10, 0.41, -0.40, -0.48, -0.40, -0.76, -0.09, 0.36, 0.42, 0.35, 0.38, 0.43, 0.06, 0.34, 0.55, 0.42, 0.42, 0.37, 0.37, 0.39, 0.44, -0.76, 0.43, -0.25, -0.46, -0.71, -0.62, 0.56, -0.63, 0.64, -0.82, 0.62, -0.93, 0.32, -0.47, -0.48, -0.34, -0.56, -0.26, 0.29, 0.37, 0.39, 0.30, 0.30, 0.43, 0.37, 0.36, 0.36, 0.43]}

---

{"formula": "C30H24Cl3F5GeIN2NiO2", "method": "wB97M-V/def2-TZVPD", "multiplicity": 3, "charge": -1, "s_squared": 2.04, "elements": ["Ni", "Cl", "C", "Cl", "Cl", "C", "N", "I", "C", "C", "C", "C", "N", "C", "H", "H", "H", "H", "O", "C", "O", "C", "C", "Ge", "C", "C", "C", "C", "C", "C", "C", "C", "C", "C", "C", "C", "C", "C", "C", "C", "C", "C", "H", "H", "H", "H", "H", "H", "H", "H", "H", "H", "H", "H", "H", "H", "H", "H", "H", "H", "H", "F", "C", "F", "C", "F", "F", "F", "H"], "positions_angstrom": [[0.00000, 0.00000, 0.00000], [-5.04430, 1.60840, 0.24180], [-3.58700, 2.60620, 0.00060], [-3.45480, 3.79630, 1.32100], [-3.70070, 3.45880, -1.56070], [-2.39710, 1.74190, 0.00030], [-1.45540, 1.05780, 0.00000], [4.83710, 2.07760, -2.30040], [3.88990, 0.84530, -0.93590], [4.62730, 0.05450, -0.06030], [3.95500, -0.76350, 0.84540], [2.56860, -0.75670, 0.83780], [1.82660, 0.00000, 0.00000], [2.50550, 0.78610, -0.87040], [5.71350, 0.06410, -0.07090], [4.49980, -1.39200, 1.54130], [2.00160, -1.37790, 1.52570], [1.87550, 1.37920, -1.52710], [-2.10800, -0.29020, 1.97530], [-2.26230, -1.06510, 1.04450], [-1.41340, -1.02730, 0.00000], [-3.40410, -2.04080, 1.05370], [-3.34830, -3.00100, 2.24640], [-1.77440, -4.17680, 2.26610], [-1.96590, -5.29750, 3.82780], [-0.98190, -5.31690, 4.82680], [-1.13920, -6.13350, 5.95120], [-2.27850, -6.93250, 6.08320], [-3.26200, -6.91600, 5.09040], [-3.10680, -6.10050, 3.96530], [-0.16700, -3.11650, 2.41900], [0.86030, -3.22230, 1.47060], [2.01420, -2.44250, 1.59640], [2.14710, -1.55520, 2.66830], [1.12600, -1.44730, 3.61640], [-0.02840, -2.22590, 3.49260], [-1.70780, -5.28470, 0.67780], [-1.58170, -4.69670, -0.58940], [-1.53170, -5.49430, -1.73640], [-1.60560, -6.88490, -1.62540], [-1.72630, -7.47840, -0.36640], [-1.77600, -6.68240, 0.78230], [-3.42130, -2.62420, 0.11140], [-4.35180, -1.46320, 1.10660], [-4.24770, -3.65110, 2.21620], [-3.37180, -2.42460, 3.19560], [-0.09320, -4.70850, 4.74000], [-0.37750, -6.14730, 6.72000], [-2.39880, -7.56410, 6.95390], [-4.14420, -7.53460, 5.19240], [-3.87430, -6.09420, 3.20180], [0.77520, -3.90440, 0.63710], [2.80580, -2.52610, 0.86300], [3.04070, -0.95210, 2.76430], [1.22850, -0.76030, 4.44630], [-0.81520, -2.13460, 4.23070], [-1.51440, -3.62420, -0.69310], [-1.43370, -5.03400, -2.71110], [-1.56630, -7.50190, -2.51370], [-1.78040, -8.55590, -0.28010], [-1.86560, -7.16190, 1.74600], [0.17680, 1.23880, -1.14650], [0.59250, 1.82340, 0.00000], [0.54270, 1.12000, 1.15390], [1.06000, 3.23250, -0.00150], [1.98180, 3.46810, 0.96800], [0.04120, 4.10620, 0.20660], [1.63850, 3.57970, -1.18050], [0.46910, -1.44370, 0.00000]], "atomic_forces_ev_per_a": [[-0.3, -16.1, 0.5], [0.1, 0.1, 0.0], [0.5, -0.3, 0.1], [0.0, -0.2, -0.2], [0.1, -0.2, 0.2], [0.9, -0.9, -0.3], [-7.5, 6.3, 1.0], [0.0, 0.1, -0.1], [-0.9, 0.0, 0.1], [0.2, -1.3, 1.3], [1.8, 1.4, -1.5], [0.3, 6.1, -5.1], [5.7, -2.5, -2.2], [0.0, 0.3, -0.7], [-0.1, 0.1, 0.0], [0.1, 0.1, -0.1], [-1.9, 8.1, -4.7], [1.3, -0.6, -0.4], [-0.5, -0.4, 0.5], [2.1, 0.9, -0.4], [-5.2, -5.3, 0.7], [-0.6, -0.5, -0.9], [-0.5, 0.0, 0.3], [0.4, 0.9, 0.1], [0.0, -0.4, 0.3], [-0.5, -0.6, 0.2], [-0.4, 0.0, -0.3], [0.1, 0.3, -0.4], [0.3, 0.2, -0.1], [0.5, -0.1, 0.7], [-0.6, 0.2, 0.6], [0.4, 0.2, 0.1], [-0.5, -11.6, -0.6], [0.0, -0.7, 10.7], [0.9, -0.3, -0.6], [-0.4, -0.6, -0.6], [-0.1, -0.4, -0.2], [0.0, -0.7, -0.2], [0.0, -0.2, 0.4], [0.0, 0.2, 0.4], [0.0, 0.5, -0.1], [0.1, 0.2, -0.8], [0.0, 0.4, 0.4], [0.5, -0.1, -0.1], [0.4, 0.4, 0.1], [0.0, -0.3, -0.5], [0.0, 0.1, -0.1], [0.0, 0.0, 0.0], [0.0, 0.0, 0.0], [0.0, 0.0, 0.0], [0.0, 0.0, -0.1], [0.1, -0.1, -0.1], [0.2, -2.1, 0.7], [-0.2, -0.6, 0.9], [0.1, 0.1, -0.1], [-0.1, 0.1, 0.0], [0.0, 0.2, 0.0], [0.0, 0.0, 0.0], [0.0, 0.0, 0.0], [0.0, 0.0, 0.0], [0.0, 0.0, 0.1], [1.4, 5.7, -8.7], [2.0, 8.7, 0.9], [1.7, 5.9, 8.1], [-0.4, -3.2, 0.1], [-0.4, 0.1, 0.1], [-0.2, 1.5, 0.1], [-0.4, 0.3, -0.1], [-0.2, 0.8, 0.2]], "mulliken_spin": [0.89, 0.00, 0.00, 0.00, 0.00, 0.03, 0.12, 0.00, 0.11, 0.02, 0.09, 0.10, 0.19, -0.05, 0.02, 0.03, 0.20, -0.01, 0.00, 0.02, 0.01, 0.01, 0.00, -0.04, 0.00, 0.00, 0.00, 0.00, 0.00, 0.00, 0.03, -0.04, 0.04, -0.01, 0.00, 0.16, 0.01, 0.01, 0.00, 0.00, 0.00, 0.00, 0.00, 0.00, 0.00, 0.00, 0.01, 0.00, 0.00, 0.00, 0.00, -0.02, 0.14, 0.05, 0.01, 0.00, 0.00, 0.00, 0.00, 0.00, 0.00, 0.02, -0.09, 0.04, 0.00, 0.00, 0.00, 0.00, -0.09]}

---

| no. | E (eV) | strongest force on any atom (eV Å⁻¹) |
| --- | --- | --- |
| 1 | -120257.7936 | 0.51 |
| 2 | -195366.7894 | 16.14 |